A 2-piece molecular cluster, C2H4O2S2 overall in a non-equilibrium geometry, computed with ωB97M-V/def2-TZVPD.

Geometry (Å):
S -2.947 -1.210 -0.055
S -1.440 1.436 -0.036
O -0.546 -1.049 -0.411
O 0.816 0.086 -0.616
C 1.877 -0.172 0.298
C -1.609 -0.303 -0.253
H 2.536 0.654 -0.159
H -2.817 1.801 -0.033
H 1.657 -0.226 1.344
H 2.472 -1.016 -0.078

- energy relative to the best compared isomer or geometry (same formula, charge and spin) (kcal per mole) = 110.3
- total energy (eV) = -27899.55196
- E_LUMO (spin up / spin down) (eV) = -1.6 / -1.8
- net charge = 0
- Kohn-Sham gap (spin up / spin down) (eV) = 7.3 / 7.1
- largest force on an atom (eV/A) = 3.653